No. 1
{
  "formula": "C4H12S2",
  "method": "ωB97M-V with the def2-TZVPD basis set",
  "species": ["C", "C", "S", "H", "H", "H", "H", "H", "H", "C", "C", "S", "H", "H", "H", "H", "H", "H"],
  "positions_angstrom": [[-1.7478, -1.6060, 2.6855], [-1.0724, -1.1518, 1.3807], [-0.6562, -2.6029, 0.3621], [-2.3881, -2.4730, 2.5036], [-0.9795, -1.9618, 3.3731], [-2.3483, -0.8755, 3.2344], [-0.1205, -0.7291, 1.6933], [-1.6224, -0.4062, 0.8125], [-1.8438, -2.7867, -0.2259], [1.9376, 2.3469, -1.3015], [1.5440, 1.4605, -2.4800], [0.1901, 0.2651, -2.0121], [2.5878, 3.1724, -1.5932], [1.0234, 2.5454, -0.7600], [2.5829, 1.8057, -0.6001], [2.2643, 0.8110, -2.9639], [1.0856, 2.0419, -3.2709], [-0.4365, 0.1441, -0.8376]],
  "charge": 0,
  "gap_ev": 9.50,
  "homo_energy_ha": -0.3156
}



No. 2
{
  "formula": "C4H12SSi",
  "method": "ωB97M-V with the def2-TZVPD basis set",
  "species": ["C", "C", "C", "C", "Si", "S", "H", "H", "H", "H", "H", "H", "H", "H", "H", "H", "H", "H"],
  "positions_angstrom": [[2.2457, -0.7836, 1.2306], [-0.6041, -0.6741, 2.6428], [-1.1489, 1.2085, -3.3525], [-0.5802, 0.7406, -0.6890], [0.3748, -1.0481, 1.0604], [-0.9652, -0.1692, -2.1651], [2.7850, -1.7129, 1.0666], [2.6120, -0.0663, 0.5024], [2.5116, -0.4158, 2.2187], [-0.0618, -0.0085, 3.3087], [-1.5538, -0.1998, 2.4068], [-0.8242, -1.5882, 3.1915], [-1.5626, 0.7937, -4.2655], [-0.1763, 1.6569, -3.5550], [-1.8295, 1.9461, -2.9365], [0.2321, 1.4386, -0.8428], [-1.4568, 1.1804, -0.2287], [0.0022, -2.2981, 0.4066]],
  "charge": 0,
  "gap_ev": 8.70,
  "homo_energy_ha": -0.2880
}



No. 3
{
  "formula": "C4H12SSi",
  "method": "ωB97M-V with the def2-TZVPD basis set",
  "species": ["C", "C", "C", "C", "Si", "S", "H", "H", "H", "H", "H", "H", "H", "H", "H", "H", "H", "H"],
  "positions_angstrom": [[-0.8365, 1.2182, -1.0610], [2.0238, -0.0752, 0.6813], [-0.8799, 0.3982, 0.2248], [-2.2215, -0.2258, 0.6476], [3.5584, -0.7899, 0.0454], [-2.2452, -1.9887, 0.2448], [-1.7801, 1.1328, -1.5720], [-0.6967, 2.3635, -0.9078], [-0.0636, 0.8899, -1.7763], [1.6122, -0.2591, 1.6670], [-1.9750, -1.8782, -1.0751], [1.4667, 0.7354, 0.2550], [-0.6476, 1.2216, 1.0143], [-0.0649, -0.4786, 0.1341], [-2.3482, -0.0890, 1.6716], [-3.1901, 0.1854, 0.2271], [3.9582, -0.5630, -1.3622], [4.3299, -1.7976, 0.9415]],
  "spin_multiplicity": 3,
  "s2": 2.0059,
  "charge": 0,
  "gap_ev": [6.70, 7.32],
  "homo_energy_ha": [-0.2166, -0.3321]
}



No. 4
{
  "formula": "C4H12Si2",
  "method": "ωB97M-V with the def2-TZVPD basis set",
  "species": ["C", "C", "C", "C", "Si", "Si", "H", "H", "H", "H", "H", "H", "H", "H", "H", "H", "H", "H"],
  "positions_angstrom": [[-1.0053, -0.4379, -1.3368], [-1.1667, -0.1268, 1.2474], [1.1350, 1.5245, -0.1099], [1.8249, -1.4364, 0.5604], [-2.2611, 0.4690, -0.2307], [0.4475, -0.2114, 0.1243], [-1.4600, -1.4137, -1.4369], [-0.7802, -0.2131, -2.3768], [-0.9626, 0.5418, 2.0250], [-1.6732, -0.9662, 1.7383], [0.3987, 2.1240, -0.6309], [1.3996, 1.9776, 0.8467], [1.8625, 1.7899, -0.8815], [1.6181, -2.4918, 0.6260], [2.4277, -1.5332, -0.3301], [2.3623, -1.2655, 1.4078], [-2.6847, 1.8732, -0.2352], [-3.4353, -0.2510, -0.5448]],
  "charge": 0,
  "gap_ev": 10.36,
  "homo_energy_ha": -0.3461
}



Asked for calculated total energy across the records above, the calculation gives -955.915048 -847.212587 -847.059856 -738.544860 Eh in order.
Asked for max |F| across the records above, the calculation gives 0.05482 0.06171 0.05807 0.06786 hartree/bohr in order.